Entry 1:
{"formula": "C7H16N3S", "method": "ωB97M-V with the def2-TZVPD basis set", "elements": ["S", "N", "N", "N", "C", "C", "C", "C", "C", "C", "C", "H", "H", "H", "H", "H", "H", "H", "H", "H", "H", "H", "H", "H", "H", "H", "H"], "positions_angstrom": [[-2.5642, -2.4429, -1.7899], [-1.9111, -1.2412, -1.0005], [-0.2742, 0.2714, -0.1602], [-0.7407, 1.2351, 0.8890], [0.4676, -2.9700, -1.9424], [1.3210, 1.9404, 2.0993], [0.4894, -1.3797, -1.7551], [-0.0362, 1.2703, 2.1782], [-0.6854, -0.7899, -0.9364], [0.3776, -0.6088, -3.0927], [-1.0225, 2.1505, 3.0808], [2.1943, 1.5251, 1.5735], [0.6628, 0.4475, -3.1551], [-0.5613, -0.7669, -3.6199], [-0.2306, -3.3331, -2.6819], [1.4177, -3.3244, -2.1084], [0.7128, 0.3689, -0.2670], [-0.5154, 2.3641, 4.0273], [-0.1008, 0.2096, 2.6009], [-1.6770, 1.0018, 0.8884], [1.1765, 2.9530, 1.8774], [1.3086, -1.0009, -3.6599], [-1.8501, 1.4095, 3.2937], [0.1547, -3.2447, -0.9260], [-1.2942, 3.0525, 2.6376], [1.7599, 2.0417, 3.1637], [1.4208, -1.1389, -1.2147]], "homo_energy_ev": [-12.941, -12.959], "spin_multiplicity": 1, "total_charge": 1, "orbital_gap_ev": [6.32, 6.29], "de_lowest_kcal_mol": 138.95, "total_energy_ev": -22812.9957, "e_lumo_ha": [-0.243, -0.245]}

Entry 2:
{"formula": "C7H16N4O2", "method": "ωB97M-V with the def2-TZVPD basis set", "elements": ["O", "O", "N", "N", "N", "N", "C", "C", "C", "C", "C", "C", "C", "H", "H", "H", "H", "H", "H", "H", "H", "H", "H", "H", "H", "H", "H", "H", "H"], "positions_angstrom": [[2.1739, 1.7237, -0.1183], [2.9466, -0.1155, 0.6823], [0.5771, 0.5708, -1.8147], [2.1682, 0.4989, 0.0052], [-0.4143, 0.2400, 0.7058], [-1.0255, 1.4144, 0.4777], [-0.2926, 2.6143, 0.8955], [1.1054, -0.2100, -0.7645], [-0.2620, -2.1844, 1.1113], [-2.1948, 1.7400, -0.4607], [1.0652, -2.4271, 0.4922], [-1.0877, -1.0550, 0.4841], [1.1600, -1.6684, -0.8350], [1.7894, -2.0879, 1.3453], [-1.9568, 1.7977, -1.6008], [-0.9080, 3.3071, 1.3417], [-2.9982, 0.9114, -0.2627], [0.6043, 2.3295, 1.5757], [-0.9116, -3.0013, 1.1498], [0.4355, -0.1088, -2.6150], [-2.0490, -0.9705, 1.1254], [0.5075, 1.5292, -1.7900], [-1.3739, -1.1001, -0.5344], [2.1179, -1.9795, -1.3059], [0.0388, 3.0578, -0.0343], [-2.5745, 2.7061, -0.2373], [1.2741, -3.4753, 0.1931], [0.2672, -2.1111, -1.3916], [-0.1822, -1.9461, 2.1799]], "homo_energy_ev": [-6.696, -6.836], "spin_multiplicity": 1, "orbital_gap_ev": [7.18, 7.20], "de_lowest_kcal_mol": 189.79, "total_energy_ev": -17566.6047, "e_lumo_ha": [0.018, 0.013]}

Entry 3:
{"formula": "C7H16N4O3", "method": "ωB97M-V with the def2-TZVPD basis set", "elements": ["O", "O", "O", "N", "N", "N", "N", "C", "C", "C", "C", "C", "C", "C", "H", "H", "H", "H", "H", "H", "H", "H", "H", "H", "H", "H", "H", "H", "H", "H"], "positions_angstrom": [[-1.7655, -1.7889, -0.1552], [-1.6703, 1.5810, -2.5955], [-1.8220, 2.2951, -0.6041], [0.8510, 0.6163, 0.9879], [-1.3702, 1.5080, -1.4121], [-0.4908, 0.6277, -1.0099], [-1.5687, 0.5196, 1.3337], [0.9781, 2.0264, 0.7495], [1.1230, -1.1418, -1.6562], [-0.4524, -1.4274, 0.3450], [0.7202, -1.9785, -0.3582], [-0.0187, -0.1930, -2.0690], [-0.4460, 0.0971, 0.5273], [0.9958, 0.1741, 2.3299], [1.2613, 1.0742, 2.8477], [1.3811, -1.7464, -2.4775], [1.8104, -0.5438, 2.2514], [0.0049, 2.5423, 0.5763], [-2.4279, 0.0365, 1.1349], [1.5692, 2.1032, -0.2318], [-0.8238, -0.7195, -2.5489], [-0.3738, -1.8030, 1.3072], [0.1084, -0.1875, 2.8270], [1.9544, -0.6189, -1.3116], [0.5259, -2.9641, -0.6890], [1.4935, 2.4428, 1.5279], [-1.8445, -2.6979, -0.2641], [1.5619, -1.9094, 0.1655], [-1.5966, 1.5435, 1.3601], [0.3319, 0.5327, -2.8883]], "homo_energy_ev": -9.069, "spin_multiplicity": 1, "orbital_gap_ev": 9.64, "de_lowest_kcal_mol": 0.00, "total_energy_ev": -19616.2532, "e_lumo_ha": 0.021}

Entry 4:
{"formula": "C7H16N4OS", "method": "ωB97M-V with the def2-TZVPD basis set", "elements": ["S", "O", "N", "N", "N", "N", "C", "C", "C", "C", "C", "C", "C", "H", "H", "H", "H", "H", "H", "H", "H", "H", "H", "H", "H", "H", "H", "H", "H"], "positions_angstrom": [[-1.0545, 1.4388, 0.6673], [-1.9059, 2.2541, -0.4285], [1.4308, -1.8956, 1.8981], [3.3088, 1.4142, -0.9451], [0.0337, -1.0411, 0.3147], [1.0489, 1.4866, -0.4151], [1.1938, -1.1388, 0.7889], [2.4584, -0.3750, 0.2767], [-2.4462, 1.0616, 1.8405], [2.1482, 0.8543, -0.4920], [-1.8861, -2.0259, -1.6498], [-1.7792, -0.5896, -1.2109], [-0.9147, -0.3675, -0.1135], [-2.3577, -2.5085, -0.8217], [-2.5314, -2.0694, -2.6281], [-3.0369, 2.0582, 1.8514], [3.0586, -1.1755, -0.2334], [2.9796, -0.0375, 1.1316], [3.2254, 2.4712, -1.0738], [2.3905, -1.9768, 2.2938], [4.3417, 1.0238, -0.9888], [-1.2752, 0.0050, -1.8558], [-3.1911, 0.3740, 1.4683], [-1.9917, 0.7758, 2.7745], [-0.9543, -2.4765, -1.9824], [0.8213, -2.5286, 2.3260], [-2.8319, -0.3541, -1.0911], [1.1587, 2.3226, -0.8668], [-1.4417, 3.0201, -0.8352]], "homo_energy_ev": -16.815, "spin_multiplicity": 1, "total_charge": 2, "orbital_gap_ev": 8.86, "de_lowest_kcal_mol": 75.38, "total_energy_ev": -26342.3697, "e_lumo_ha": -0.292}

Entry 5:
{"formula": "C7H16NO7", "method": "ωB97M-V with the def2-TZVPD basis set", "elements": ["O", "O", "O", "O", "O", "O", "O", "N", "C", "C", "C", "C", "C", "C", "C", "H", "H", "H", "H", "H", "H", "H", "H", "H", "H", "H", "H", "H", "H", "H", "H"], "positions_angstrom": [[1.2408, 0.8093, 1.5598], [-2.7402, -0.8725, -1.2497], [-2.8831, -1.1976, 1.0342], [-0.5819, 1.0767, -1.4859], [1.3192, -0.9142, -1.5739], [-3.3124, 0.8364, 0.1508], [-0.7291, 2.3410, 0.2421], [-1.1313, -0.0382, 0.4137], [-2.6255, -0.3329, 0.0258], [1.1585, 0.7228, 0.2457], [-0.2309, -1.2909, 0.3518], [2.2035, 1.6457, -0.3557], [-0.3426, 1.1094, -0.2178], [2.2864, -1.4608, 0.5729], [1.1865, -0.7670, -0.1026], [2.0977, -2.4774, 0.2783], [2.0227, -1.4206, -1.8678], [2.0485, 1.4765, -1.4844], [-1.3070, 2.7434, -0.3879], [-1.1736, 0.2908, 1.3648], [-3.7085, -0.7310, -1.5948], [3.3164, -1.1840, 0.1724], [-0.6053, -1.9487, -0.4610], [3.2031, 1.3037, -0.0119], [-3.6761, 1.0615, 1.0074], [2.2262, -1.4989, 1.6422], [2.1470, 1.0785, 1.8137], [-3.3992, -1.9504, 0.7446], [-0.1207, -1.6767, 1.3155], [0.0233, 0.5447, -1.9554], [2.0875, 2.7212, -0.1865]], "homo_energy_ev": -13.560, "spin_multiplicity": 1, "total_charge": 1, "orbital_gap_ev": 10.91, "de_lowest_kcal_mol": 0.00, "total_energy_ev": -23333.9824, "e_lumo_ha": -0.097}

Entry 6:
{"formula": "C7H16NOPS2", "method": "ωB97M-V with the def2-TZVPD basis set", "elements": ["S", "S", "P", "O", "N", "C", "C", "C", "C", "C", "C", "C", "H", "H", "H", "H", "H", "H", "H", "H", "H", "H", "H", "H", "H", "H", "H", "H"], "positions_angstrom": [[-0.6117, -0.0431, 2.2512], [0.6178, -1.9783, -0.3941], [-0.8248, -0.7162, 0.4184], [-2.1175, -1.6454, 0.2174], [-1.1184, 0.4740, -0.7588], [-3.5171, 0.0908, -0.7306], [2.0500, -1.5409, 0.6694], [-3.3714, -0.9816, 0.3406], [3.1411, -0.8049, -0.0947], [2.7043, 0.5353, -0.6845], [2.4120, 1.5930, 0.3738], [-2.4120, 1.1322, -0.5845], [1.5845, 1.3003, 1.0163], [-2.5082, 1.8960, -1.3606], [2.4324, -2.4865, 1.0515], [-2.4911, 1.6208, 0.3987], [3.9741, -0.6434, 0.5940], [3.2854, 1.7511, 1.0023], [2.1578, 2.5402, -0.0979], [-3.4494, -0.5352, 1.3407], [-4.1294, -1.7613, 0.2344], [3.5025, 0.8984, -1.3357], [1.6628, -0.9536, 1.5051], [-0.3610, 1.1455, -0.8060], [-4.4931, 0.5671, -0.6397], [-3.4331, -0.3784, -1.7123], [1.8225, 0.3733, -1.3106], [3.4911, -1.4491, -0.9037]], "homo_energy_ev": -8.681, "spin_multiplicity": 1, "orbital_gap_ev": 9.41, "de_lowest_kcal_mol": 1.49, "total_energy_ev": -42017.7879, "e_lumo_ha": 0.027}

Entry 7:
{"formula": "C7H16NS", "method": "ωB97M-V with the def2-TZVPD basis set", "elements": ["S", "N", "C", "C", "C", "C", "C", "C", "C", "H", "H", "H", "H", "H", "H", "H", "H", "H", "H", "H", "H", "H", "H", "H", "H"], "positions_angstrom": [[1.0976, 1.9694, -0.0281], [1.1936, -0.7149, 0.2200], [-1.4183, 0.2368, 1.4274], [-1.6089, -1.1927, -0.6163], [0.3377, 0.3621, -0.4238], [3.6103, -0.4719, 0.1318], [-1.9383, 1.2751, -0.7959], [2.4913, -0.8775, -0.4263], [-1.1557, 0.1721, -0.0782], [-1.7873, 1.2189, -1.8706], [0.4699, 0.2602, -1.5047], [1.3441, -0.4560, 1.2046], [3.6486, -0.0183, 1.1087], [2.4332, -1.3202, -1.4088], [0.4755, 2.1533, 1.1383], [-1.1504, 1.2048, 1.8453], [-2.6927, -1.2504, -0.5683], [-1.3218, -1.3265, -1.6567], [-0.8944, -0.5433, 1.9775], [0.6579, -1.5951, 0.1796], [4.5504, -0.5836, -0.3780], [-2.4810, 0.0986, 1.6056], [-2.9997, 1.1655, -0.5969], [-1.2281, -2.0280, -0.0274], [-1.6334, 2.2616, -0.4587]], "homo_energy_ev": -13.723, "spin_multiplicity": 1, "total_charge": 1, "orbital_gap_ev": 10.83, "de_lowest_kcal_mol": 20.76, "total_energy_ev": -19836.8670, "e_lumo_ha": -0.106}

Entry 8:
{"formula": "C7H16O", "method": "ωB97M-V with the def2-TZVPD basis set", "elements": ["O", "C", "C", "C", "C", "C", "C", "C", "H", "H", "H", "H", "H", "H", "H", "H", "H", "H", "H", "H", "H", "H", "H", "H"], "positions_angstrom": [[-1.7308, 1.5919, -0.1514], [2.0637, -0.4116, -0.4900], [-2.2110, 0.4893, -0.1441], [-2.4426, -0.2968, 1.1583], [0.9912, -1.4214, -0.8803], [2.6555, 1.5637, 0.9724], [1.5839, 0.5463, 0.5984], [-2.7941, -0.1943, -1.3378], [1.3523, -2.0903, -1.6589], [-2.5396, 0.3222, -2.2592], [0.1111, -0.9066, -1.2586], [3.5509, 1.0634, 1.3395], [0.7004, -2.0222, -0.0205], [-3.4399, -0.7246, 1.2395], [2.9319, 2.1626, 0.1065], [2.9525, -0.9422, -0.1394], [-2.2042, 0.3253, 2.0184], [-3.8732, -0.1235, -1.0147], [1.3053, -0.0286, 1.4859], [-2.5754, -1.2581, -1.3464], [2.2942, 2.2342, 1.7492], [2.3523, 0.1650, -1.3715], [-1.7270, -1.1168, 1.1533], [0.6926, 1.0727, 0.2515]], "homo_energy_ev": -9.670, "spin_multiplicity": 1, "orbital_gap_ev": 10.56, "de_lowest_kcal_mol": 8.46, "total_energy_ev": -9565.9034, "e_lumo_ha": 0.033}

Entry 9:
{"formula": "C7H16O", "method": "ωB97M-V with the def2-TZVPD basis set", "elements": ["O", "C", "C", "C", "C", "C", "C", "C", "H", "H", "H", "H", "H", "H", "H", "H", "H", "H", "H", "H", "H", "H", "H", "H"], "positions_angstrom": [[1.5696, 1.2129, -1.3896], [-0.1714, 0.6655, 2.0418], [0.8720, 0.2083, -1.5734], [1.3116, 1.1410, 2.2901], [-1.6097, -1.4275, 1.7214], [-0.5553, 0.2410, -2.1492], [-0.8644, -0.8715, -3.1360], [-0.2302, -0.8709, 1.9032], [1.3876, 2.2164, 2.5068], [-0.5673, -1.8808, -2.7819], [-0.8444, 0.9103, 2.8938], [0.2937, -1.3105, 2.7638], [1.2584, -0.8322, -1.4211], [-1.9367, -0.8347, -3.4234], [-0.2603, -0.7421, -4.0333], [-0.5829, 1.2527, 1.2127], [-1.1041, 0.2063, -1.2023], [1.9860, 0.8783, 1.4338], [-2.3079, -1.2434, 2.5577], [-2.0848, -0.9885, 0.8320], [-0.7248, 1.2070, -2.6384], [-1.6287, -2.5191, 1.6457], [0.3388, -1.1769, 1.0056], [1.7041, 0.6381, 3.1772]], "homo_energy_ev": -9.839, "spin_multiplicity": 1, "orbital_gap_ev": 10.75, "de_lowest_kcal_mol": 21.18, "total_energy_ev": -9565.3522, "e_lumo_ha": 0.034}

What did the fourth record say?
{"formula": "C7H16N4OS", "method": "ωB97M-V with the def2-TZVPD basis set", "elements": ["S", "O", "N", "N", "N", "N", "C", "C", "C", "C", "C", "C", "C", "H", "H", "H", "H", "H", "H", "H", "H", "H", "H", "H", "H", "H", "H", "H", "H"], "positions_angstrom": [[-1.0545, 1.4388, 0.6673], [-1.9059, 2.2541, -0.4285], [1.4308, -1.8956, 1.8981], [3.3088, 1.4142, -0.9451], [0.0337, -1.0411, 0.3147], [1.0489, 1.4866, -0.4151], [1.1938, -1.1388, 0.7889], [2.4584, -0.3750, 0.2767], [-2.4462, 1.0616, 1.8405], [2.1482, 0.8543, -0.4920], [-1.8861, -2.0259, -1.6498], [-1.7792, -0.5896, -1.2109], [-0.9147, -0.3675, -0.1135], [-2.3577, -2.5085, -0.8217], [-2.5314, -2.0694, -2.6281], [-3.0369, 2.0582, 1.8514], [3.0586, -1.1755, -0.2334], [2.9796, -0.0375, 1.1316], [3.2254, 2.4712, -1.0738], [2.3905, -1.9768, 2.2938], [4.3417, 1.0238, -0.9888], [-1.2752, 0.0050, -1.8558], [-3.1911, 0.3740, 1.4683], [-1.9917, 0.7758, 2.7745], [-0.9543, -2.4765, -1.9824], [0.8213, -2.5286, 2.3260], [-2.8319, -0.3541, -1.0911], [1.1587, 2.3226, -0.8668], [-1.4417, 3.0201, -0.8352]], "homo_energy_ev": -16.815, "spin_multiplicity": 1, "total_charge": 2, "orbital_gap_ev": 8.86, "de_lowest_kcal_mol": 75.38, "total_energy_ev": -26342.3697, "e_lumo_ha": -0.292}

What did the seventh record say?
{"formula": "C7H16NS", "method": "ωB97M-V with the def2-TZVPD basis set", "elements": ["S", "N", "C", "C", "C", "C", "C", "C", "C", "H", "H", "H", "H", "H", "H", "H", "H", "H", "H", "H", "H", "H", "H", "H", "H"], "positions_angstrom": [[1.0976, 1.9694, -0.0281], [1.1936, -0.7149, 0.2200], [-1.4183, 0.2368, 1.4274], [-1.6089, -1.1927, -0.6163], [0.3377, 0.3621, -0.4238], [3.6103, -0.4719, 0.1318], [-1.9383, 1.2751, -0.7959], [2.4913, -0.8775, -0.4263], [-1.1557, 0.1721, -0.0782], [-1.7873, 1.2189, -1.8706], [0.4699, 0.2602, -1.5047], [1.3441, -0.4560, 1.2046], [3.6486, -0.0183, 1.1087], [2.4332, -1.3202, -1.4088], [0.4755, 2.1533, 1.1383], [-1.1504, 1.2048, 1.8453], [-2.6927, -1.2504, -0.5683], [-1.3218, -1.3265, -1.6567], [-0.8944, -0.5433, 1.9775], [0.6579, -1.5951, 0.1796], [4.5504, -0.5836, -0.3780], [-2.4810, 0.0986, 1.6056], [-2.9997, 1.1655, -0.5969], [-1.2281, -2.0280, -0.0274], [-1.6334, 2.2616, -0.4587]], "homo_energy_ev": -13.723, "spin_multiplicity": 1, "total_charge": 1, "orbital_gap_ev": 10.83, "de_lowest_kcal_mol": 20.76, "total_energy_ev": -19836.8670, "e_lumo_ha": -0.106}